Record 1
Below is 12 unconnected molecules or ions with the total composition C45H55Cl10N7, with properties calculated with wB97M-V/def2-TZVPD.

The geometry in XYZ format:
```
117
Properties=species:S:1:pos:R:3:forces:R:3:lowdin_charge:R:1
Cl -4.251 5.461 -3.529 0.021 0.580 -0.914 0.5405
Cl -1.233 5.593 1.664 0.241 -0.481 0.138 0.5563
Cl -1.709 4.075 -1.299 -0.253 0.301 -0.660 0.5694
Cl 5.212 -6.793 2.345 0.051 0.108 -0.032 0.5447
Cl 3.356 -4.517 0.616 -0.248 -1.087 -0.238 0.5041
Cl -6.274 -1.938 0.708 0.247 -1.334 0.183 0.6345
Cl 5.593 2.142 -4.189 -0.036 0.284 0.047 0.6082
Cl 4.475 -1.047 -1.496 0.304 0.307 -0.269 0.5916
Cl -4.191 0.115 -0.841 0.113 0.260 -0.029 0.5871
Cl 1.463 7.070 0.748 0.200 0.338 -0.205 0.5299
N 3.874 3.147 0.839 -0.634 -0.739 0.988 0.0683
N -0.142 -5.527 -4.991 0.368 0.506 0.948 0.0445
N 2.285 3.422 -3.326 -0.481 -1.231 1.217 0.0595
N -5.502 3.555 0.935 0.788 -0.655 0.528 0.0520
N 0.030 -1.344 -0.761 0.121 2.481 0.595 0.0647
N -3.851 -5.729 0.395 -0.723 0.000 0.141 0.0606
N 1.676 -1.431 6.339 -1.934 -0.433 -0.330 0.0568
C -4.978 2.333 2.972 1.880 0.364 -1.677 -0.0988
C 1.326 -5.909 -3.133 0.811 -0.964 0.192 -0.1067
C 1.114 5.359 0.348 0.637 1.296 -0.650 -0.6813
C -6.675 3.925 1.467 0.833 -1.128 2.739 -0.1229
C -1.525 -5.391 0.052 0.825 1.706 0.626 -0.0686
C 0.870 -6.259 -4.376 -3.027 2.413 -1.446 -0.1340
C -1.592 -4.053 0.518 -0.862 -1.690 -0.273 -0.0552
C -2.853 -3.637 0.908 0.814 1.014 0.617 -0.0968
C -2.672 -6.167 -0.011 0.833 0.581 -0.036 -0.1604
C 3.510 -6.991 1.900 -0.682 -0.053 -1.276 -0.6614
C 0.048 -1.987 4.636 0.528 1.177 0.371 -0.0753
C -0.155 -4.093 -3.085 -0.509 1.362 -0.033 -0.0859
C 5.280 2.271 2.591 -0.976 0.195 -0.535 -0.0534
C 1.695 2.371 -2.692 -0.176 -0.957 -1.101 -0.1382
C -4.397 4.762 -1.918 1.719 0.481 0.015 -0.6628
C 1.501 -0.034 4.389 -1.577 -0.466 -0.762 -0.0818
C 1.030 0.868 0.704 -0.800 -0.401 0.159 -0.1022
C -4.647 2.773 1.681 -2.206 0.678 -0.014 -0.1271
C -7.018 3.559 2.822 1.100 0.339 -1.145 -0.0377
C -0.642 -4.399 -4.355 2.208 -3.639 0.096 -0.1139
C 3.177 -6.345 0.510 0.643 0.211 0.997 -0.5824
C 5.153 1.374 -2.661 0.307 -0.501 1.251 -0.6857
C -3.930 -4.478 0.866 0.112 -1.119 0.097 -0.1777
C 2.026 -0.336 5.616 -0.289 -1.360 0.994 -0.1637
C -6.447 -0.225 0.676 -0.383 1.690 -0.759 -0.6949
C 1.153 1.268 -4.730 1.237 0.732 -0.648 -0.0623
C 0.347 4.754 1.451 -0.225 -0.916 0.291 -0.6633
C 4.671 -0.024 -2.964 -0.555 -0.101 -0.467 -0.6361
C -0.305 0.874 0.256 0.608 -0.433 -1.481 -0.0767
C 6.410 2.500 1.805 -1.125 -0.520 -0.244 -0.0453
C -5.942 0.342 -0.699 -0.850 -0.741 1.265 -0.6265
C 2.353 3.379 -4.652 -1.161 -0.445 -0.043 -0.1962
C 1.821 -0.249 0.482 -0.447 0.034 -0.604 -0.0875
C 0.623 -2.233 5.882 1.453 2.387 -0.943 -0.1121
C 1.106 1.225 -3.324 1.300 2.138 -1.289 -0.0472
C 4.003 2.565 2.058 1.867 0.798 -1.455 -0.1262
C -3.129 5.146 -1.045 -2.239 -1.784 -0.196 -0.6308
C 1.769 2.363 -5.408 0.489 -0.563 1.515 -0.0624
C -6.103 2.795 3.573 -1.749 0.313 -0.204 -0.0857
C 0.471 -0.850 3.928 0.154 -1.008 -0.348 -0.0732
C -0.704 -0.148 -0.599 1.232 -2.429 1.125 -0.1286
C 1.271 -1.351 -0.213 -1.236 1.021 -0.411 -0.1638
C 6.201 3.014 0.515 2.317 -0.367 1.017 -0.0840
C 0.799 -4.851 -2.413 0.377 0.239 -1.575 -0.0875
C 4.972 3.354 0.096 -2.004 0.484 0.487 -0.1789
H -7.920 3.962 3.256 -0.079 -0.131 0.060 0.0926
H -2.950 -2.683 1.404 -0.201 0.284 -0.183 0.0940
H -4.479 3.701 -2.157 -0.094 0.026 0.891 0.0463
H 3.688 0.026 -3.432 0.031 -0.060 0.026 0.0504
H 0.233 3.725 1.108 -0.757 -0.169 0.311 0.0373
H -3.487 4.789 -0.079 0.328 0.872 0.352 0.0010
H -5.279 5.208 -1.459 0.110 -0.371 0.085 0.0572
H 1.327 -4.547 -1.521 -0.466 0.206 0.304 0.0658
H 1.757 2.287 -1.617 0.084 0.669 0.290 0.0777
H -0.955 1.734 0.319 0.044 0.167 0.321 0.0614
H 5.347 -0.516 -3.662 0.037 -0.107 0.306 0.0661
H -4.232 1.715 3.449 -0.155 -0.083 0.373 0.1090
H 4.822 3.874 -0.839 -0.102 -0.070 -0.221 0.1125
H -3.706 2.460 1.254 -0.009 0.177 -0.384 0.0861
H -5.999 0.222 1.563 0.477 -0.033 -0.334 0.0455
H 7.040 3.206 -0.137 0.168 -0.069 -0.015 0.1097
H 2.849 4.194 -5.159 0.205 0.135 0.099 0.1001
H -0.482 -3.126 -2.734 -0.069 -0.060 0.781 0.0773
H 6.013 1.328 -1.993 0.368 -0.031 -0.383 0.0587
H 3.114 2.341 2.630 -0.184 0.145 -0.053 0.0747
H 7.379 2.160 2.139 0.137 0.301 0.030 0.1061
H 0.525 5.332 -0.569 0.034 0.172 0.121 0.0231
H -6.274 2.488 4.595 -0.381 0.228 0.116 0.1075
H 2.876 -0.227 0.713 -0.015 -0.159 0.272 0.0725
H 5.279 1.864 3.592 0.479 -0.112 0.044 0.0977
H 0.008 -0.673 2.968 -0.020 0.254 -0.130 0.0847
H 2.192 -6.603 0.120 -0.245 0.280 0.559 0.0555
H 3.857 -6.718 -0.255 0.333 0.295 0.238 0.0634
H -2.914 6.210 -1.139 0.284 -0.330 0.184 0.0746
H 2.067 2.376 -6.446 -0.683 -0.371 -0.276 0.0966
H -1.677 -0.141 -1.067 0.088 -0.016 -0.139 0.0296
H 1.383 1.746 1.224 0.334 -0.026 0.050 0.0696
H -0.535 -5.767 -0.156 -0.125 -0.392 -0.326 0.0752
H -7.511 -0.025 0.803 -0.079 0.139 -0.386 0.0694
H 0.949 0.425 -5.372 -0.583 -0.257 0.255 0.0978
H -0.776 -2.582 4.272 -0.026 -0.079 -0.017 0.0941
H -0.743 -3.401 0.659 0.148 -0.167 -0.247 0.0807
H 1.860 -2.232 -0.421 0.071 -0.132 0.153 0.0434
H -2.547 -7.175 -0.378 -0.483 -0.240 -0.007 0.1014
H -6.220 1.388 -0.828 0.274 -0.032 0.114 0.0572
H 3.332 -8.061 1.794 0.045 -0.021 0.006 0.0655
H 4.441 1.949 -2.068 -0.350 0.109 -0.659 0.0351
H 2.176 -6.493 -2.813 0.091 0.030 0.619 0.0926
H 2.688 0.384 6.073 0.483 -0.345 0.269 0.0988
H 1.246 -7.067 -4.987 0.163 -0.099 0.202 0.0963
H 0.097 -2.966 6.476 0.936 -0.272 0.657 0.0962
H -7.336 4.593 0.933 0.048 -0.110 -0.393 0.0980
H 2.088 4.923 0.125 -0.202 -0.420 0.427 0.0475
H -4.835 -4.180 1.374 -0.330 -0.080 -0.356 0.0624
H 0.807 4.722 2.439 0.217 0.298 -0.248 0.0731
H -1.423 -3.843 -4.851 0.117 0.065 -0.079 0.0975
H 1.750 0.841 3.808 0.255 0.105 0.184 0.0767
H 0.804 0.344 -2.778 -0.207 0.144 0.103 0.0797
H 2.891 -6.641 2.726 0.059 0.282 -0.278 0.0674
H -6.402 -0.270 -1.475 0.050 0.184 -0.037 0.0600
```
Forces are in eV/Å.

energy above the lowest of the compared OMol25 structures with the same formula, charge and spin: 27.7 kcal per mole
E_tot: -183209.7004 eV
E_LUMO: 0.217 eV
HOMO: -9.41 eV
Kohn-Sham gap: 9.630 eV

---

Record 2
Below is a molecular structure, C45H55FN5O3P2PbSi, with properties calculated with wB97M-V/def2-TZVPD.

The geometry in XYZ format:
```
113
Properties=species:S:1:pos:R:3:forces:R:3:lowdin_charge:R:1
Pb 0.496 -0.831 0.088 0.095 -0.009 -0.096 0.9926
P -2.363 1.904 -2.490 0.033 0.178 -0.045 0.4613
P -2.298 3.455 -0.029 -0.043 -0.027 -0.019 0.4607
Si 1.837 0.758 1.982 0.194 -0.049 0.168 0.6264
F -3.499 -5.477 3.665 0.025 0.059 -0.025 0.0118
O -2.962 0.795 -1.735 0.019 -0.038 0.016 -0.2588
O -2.307 3.285 -1.643 0.120 0.037 0.046 -0.2788
O -1.346 2.575 0.656 0.040 0.006 0.034 -0.2335
N -3.280 2.282 -3.811 0.069 -0.093 -0.010 -0.3092
N -0.832 1.837 -3.104 -0.042 -0.237 0.232 -0.2847
N -1.158 -3.230 -1.069 -0.183 -0.080 0.077 0.1016
N -3.854 3.292 0.485 0.060 -0.056 -0.054 -0.2952
N -2.021 5.099 0.038 0.046 -0.098 0.011 -0.2908
C 2.079 -4.789 -1.774 0.052 0.002 0.006 -0.0437
C 2.187 3.642 2.428 -0.015 0.037 0.040 -0.0989
C -1.917 -3.712 3.704 -0.062 -0.034 -0.022 -0.0122
C -2.010 -1.963 2.010 0.019 -0.028 -0.022 -0.3253
C 2.204 2.582 1.521 -0.107 -0.060 -0.061 -0.2690
C 2.571 4.924 2.056 -0.031 0.036 0.034 -0.1068
C 3.026 4.141 -0.160 -0.018 0.046 -0.021 -0.1079
C 1.764 -5.243 2.485 -0.024 0.009 0.045 -0.1052
C -0.611 0.870 6.016 -0.021 0.008 0.013 -0.1088
C 0.469 0.007 5.905 0.005 -0.008 0.011 -0.1004
C -1.974 5.595 1.415 -0.055 0.039 0.023 -0.1106
C -0.874 5.587 -0.728 -0.012 0.047 -0.051 -0.1024
C 2.627 2.868 0.221 0.031 -0.006 -0.025 -0.1216
C 1.031 -4.230 -1.051 0.027 0.020 -0.053 -0.1616
C -4.910 3.877 -0.321 -0.031 0.026 0.017 -0.1067
C -0.577 0.685 -3.973 -0.014 0.018 -0.027 -0.1009
C -4.245 2.071 1.183 0.021 -0.039 0.052 -0.0902
C 1.241 -0.002 4.750 0.042 -0.057 0.006 -0.1255
C 1.175 -4.101 0.430 0.154 0.018 -0.080 -0.2397
C 1.398 -5.277 1.150 -0.023 -0.069 -0.013 -0.0596
C -1.430 -2.542 3.150 -0.029 -0.019 -0.032 -0.0372
C 4.330 0.415 3.509 0.027 0.120 -0.027 -0.1060
C -3.638 -3.783 2.020 0.017 -0.028 0.001 -0.0349
C -0.101 -3.797 -1.755 -0.084 -0.025 -0.020 -0.3040
C 6.327 -0.584 2.614 0.014 -0.014 -0.016 -0.1142
C 1.687 -2.848 2.384 -0.034 -0.062 0.016 -0.1594
C 0.364 2.196 -2.335 0.043 0.016 -0.148 -0.1193
C -2.980 3.440 -4.622 0.009 0.008 -0.038 -0.1113
C 5.655 0.030 3.661 0.004 -0.006 0.040 -0.1039
C 0.967 0.847 3.674 -0.019 0.098 -0.064 -0.2978
C 0.930 -4.457 -3.843 0.029 -0.035 0.026 -0.1175
C -3.015 -4.319 3.124 0.003 -0.028 0.037 -0.2977
C -0.134 -3.909 -3.147 -0.045 0.039 0.019 -0.0510
C 2.048 -4.911 -3.156 -0.041 0.030 -0.038 -0.1153
C -3.132 -2.606 1.477 0.023 -0.037 -0.070 -0.0745
C -1.458 -0.735 1.419 0.089 0.080 0.059 -0.3025
C -0.133 1.705 3.811 -0.004 -0.026 0.017 -0.1333
C 5.662 -0.808 1.417 0.036 -0.014 -0.003 -0.0979
C 1.945 -4.012 3.097 0.053 0.016 -0.055 -0.1003
C -4.627 1.767 -3.946 -0.066 0.004 0.018 -0.1128
C 1.253 -2.845 1.055 -0.038 0.150 0.123 -0.2594
C 4.335 -0.428 1.280 -0.004 -0.061 0.019 -0.1156
C -0.909 1.721 4.960 -0.019 0.002 0.013 -0.0924
C 2.994 5.181 0.760 -0.022 -0.009 -0.034 -0.1244
C 3.637 0.197 2.317 -0.101 -0.123 -0.023 -0.2891
H -0.306 -0.198 -3.387 0.015 0.001 -0.016 0.0689
H -3.622 -2.167 0.614 0.001 0.010 -0.021 0.1078
H -3.123 3.206 -5.681 -0.012 0.004 -0.012 0.0811
H -2.828 5.213 1.974 0.013 0.008 0.011 0.0761
H 7.360 -0.890 2.733 0.006 0.002 -0.002 0.0900
H 2.070 -0.699 4.690 0.026 0.027 0.009 0.0878
H -1.945 3.737 -4.475 0.026 0.009 -0.001 0.0740
H -0.947 5.261 -1.763 0.010 0.005 -0.007 0.0717
H -4.570 1.298 0.482 0.001 -0.036 -0.032 0.0805
H -1.015 -3.565 -3.678 0.006 0.000 -0.010 0.1019
H 3.832 0.914 4.333 -0.027 -0.001 0.028 0.0938
H -5.775 4.084 0.313 -0.004 0.008 -0.015 0.0823
H -1.220 0.872 6.912 0.004 -0.002 -0.003 0.0909
H -1.761 2.389 5.026 0.007 0.006 0.002 0.0948
H 2.956 -5.112 -1.226 -0.006 -0.011 0.012 0.1144
H -3.629 4.286 -4.367 -0.009 0.026 0.003 0.0819
H 2.548 5.725 2.787 0.003 -0.001 -0.003 0.0929
H 2.888 -5.338 -3.686 0.014 -0.015 -0.021 0.0872
H -0.398 2.356 2.986 -0.047 0.035 -0.079 0.0793
H 1.286 -6.231 0.644 0.033 -0.003 -0.008 0.1078
H -5.376 2.531 -3.704 -0.024 0.018 0.000 0.0761
H 2.283 -3.954 4.126 -0.019 -0.003 0.029 0.0951
H -4.798 1.440 -4.975 -0.010 0.000 -0.018 0.0803
H -2.028 -3.130 -1.565 0.044 0.011 -0.003 0.0967
H -4.503 -4.276 1.595 -0.012 -0.007 0.007 0.1067
H 0.825 1.313 -1.880 -0.151 0.096 -0.017 -0.0057
H -5.065 2.305 1.868 0.004 0.001 -0.002 0.0815
H 0.880 -4.536 -4.922 0.005 0.011 -0.009 0.0910
H 0.077 5.244 -0.307 0.074 -0.016 0.014 0.0785
H 3.361 4.324 -1.175 -0.007 -0.004 0.011 0.0950
H -0.887 6.679 -0.708 0.008 -0.004 -0.003 0.0829
H 0.710 -0.669 6.717 -0.001 -0.016 0.017 0.0949
H 1.877 3.465 3.452 -0.012 -0.005 -0.001 0.0937
H -1.274 -3.508 -0.106 0.005 0.071 0.058 0.0744
H 6.164 0.210 4.601 0.009 0.005 0.008 0.0921
H 1.918 -6.166 3.032 0.024 0.000 0.003 0.0903
H 3.821 -0.639 0.348 -0.025 -0.013 -0.027 0.0815
H -0.570 -2.062 3.596 -0.006 0.028 0.027 0.0990
H -1.450 -4.158 4.572 0.010 -0.020 0.024 0.1129
H -4.759 0.921 -3.277 0.000 -0.016 0.006 0.0712
H -4.569 4.813 -0.762 -0.006 -0.005 -0.006 0.0765
H 0.134 2.905 -1.548 -0.017 0.022 0.091 0.0505
H 3.298 6.180 0.470 0.013 0.016 -0.004 0.0900
H -2.154 -0.249 0.739 -0.073 0.047 -0.045 0.0071
H -2.028 6.685 1.395 0.005 -0.005 0.016 0.0801
H 2.664 2.067 -0.510 -0.011 -0.047 -0.030 0.0846
H -3.404 1.684 1.752 0.044 -0.024 -0.003 0.0707
H -1.457 0.463 -4.575 -0.011 0.000 0.002 0.0759
H 1.087 2.651 -3.020 -0.006 0.029 0.013 0.0886
H -1.052 5.294 1.923 0.011 0.005 0.013 0.0829
H -5.223 3.197 -1.123 -0.015 0.008 0.001 0.0755
H 6.174 -1.294 0.595 -0.001 -0.004 -0.005 0.0948
H 0.249 0.931 -4.645 0.007 -0.012 -0.010 0.0838
H 1.832 -1.903 2.894 -0.066 -0.009 0.003 0.0422
H -1.159 -0.041 2.200 -0.058 0.098 -0.019 0.0085
```
Forces are in eV/Å.

energy above the lowest of the compared OMol25 structures with the same formula, charge and spin: 0.0 kcal per mole
total charge: -1
E_tot: -95578.1075 eV
E_LUMO: 2.232 eV
HOMO: -3.54 eV
Kohn-Sham gap: 5.773 eV